1.
96
Properties=species:S:1:pos:R:3 method="wB97M-V/def2-TZVPD" charge=0 orbital_gap_ev="6.180 / 3.962" s2=3.774 de_lowest_ev=0.100 spin_multiplicity=4 fmax_ha_per_bohr=0.004 lumo_ev="-0.2 / -2.4"
Re -0.5236 1.1631 0.4842
C -1.2607 3.5625 3.1953
C 0.0744 2.9129 3.1206
C 1.1279 3.0666 4.0086
C 2.1460 2.2423 3.5452
C 3.5040 2.0092 4.1128
N 1.7122 1.6459 2.4346
N 0.4386 2.0447 2.1565
B 2.3974 0.5843 1.5359
N 1.4991 -0.6713 1.5403
N 0.2143 -0.6083 1.0734
C -0.2858 -1.8618 1.0360
C -1.6143 -2.2052 0.4690
C 0.6777 -2.7211 1.5288
C 1.7926 -1.9461 1.8191
C 3.1162 -2.3683 2.3471
N 2.4718 1.1537 0.1188
N 1.3164 1.4410 -0.5581
C 1.6575 1.6910 -1.8349
C 0.6887 1.9747 -2.9274
C 3.0358 1.5930 -1.9618
C 3.5170 1.2329 -0.7160
C 4.9171 0.9766 -0.2849
H -1.2289 4.3670 3.9277
H -1.5610 3.9874 2.2384
H -2.0173 2.8417 3.5048
H 1.1499 3.6987 4.8795
H 3.6359 2.6180 5.0043
H 3.6436 0.9625 4.3824
H 4.2795 2.2713 3.3936
H 3.4778 0.3276 1.9579
H -2.3449 -1.4113 0.6106
H -1.4837 -2.3837 -0.6010
H -1.9891 -3.1147 0.9347
H 0.5994 -3.7908 1.6141
H 3.1097 -3.4421 2.5189
H 3.8897 -2.1498 1.6105
H 3.3506 -1.8595 3.2832
H -0.2092 2.4795 -2.5796
H 1.1635 2.5996 -3.6821
H 0.4075 1.0297 -3.3967
H 3.6097 1.7233 -2.8625
H 5.5929 1.1954 -1.1085
H 5.1882 1.5966 0.5707
H 5.0383 -0.0753 -0.0251
N -1.3066 0.3970 -1.2045
C -1.7651 -0.0878 -2.1579
C -2.3692 -0.6016 -3.2680
C -3.3083 0.2332 -3.9299
N -4.0504 0.9308 -4.4701
C -2.1273 -1.9334 -3.6959
N -1.9794 -3.0232 -4.0357
C 0.5300 -5.4938 -3.8375
C 0.8229 -4.4642 -2.7732
O 1.2701 -3.2706 -3.4253
P 1.7531 -2.0233 -2.5300
O 0.6621 -1.4971 -1.6644
Te 3.8068 -2.6007 -1.4725
O 1.9869 -0.9580 -3.7156
C 2.8419 -1.2731 -4.8246
C 2.0105 -1.5677 -6.0538
H 0.1762 -6.4171 -3.3752
H 1.4310 -5.7153 -4.4103
H -0.2418 -5.1248 -4.5116
H 1.6052 -4.8045 -2.0873
H -0.0767 -4.2314 -2.1971
H 3.4872 -2.1145 -4.5630
H 3.4824 -0.4017 -4.9779
H 1.3747 -2.4340 -5.8775
H 2.6616 -1.7720 -6.9061
H 1.3751 -0.7160 -6.3017
C -4.3129 3.3410 1.5682
Si -3.2832 2.1665 0.5346
C -4.3782 1.3274 -0.7229
C -1.9066 3.1855 -0.3739
N -2.2771 1.1041 1.4716
C -2.7022 0.3712 2.5863
C -1.7918 -0.1213 3.5282
C -2.2373 -0.8377 4.6273
C -3.5907 -1.0770 4.8194
C -4.5011 -0.5906 3.8927
C -4.0649 0.1233 2.7886
H -5.3470 2.9954 1.6014
H -4.3217 4.3435 1.1340
H -3.9571 3.4210 2.5942
H -4.3272 1.7944 -1.7089
H -5.4213 1.3616 -0.4027
H -4.1032 0.2787 -0.8483
H -2.0591 4.2124 -0.0313
H -2.0699 3.1535 -1.4500
H -0.7939 3.1248 -0.2573
H -0.7333 0.0588 3.3953
H -1.5148 -1.2129 5.3410
H -3.9314 -1.6393 5.6781
H -5.5598 -0.7747 4.0221
H -4.7893 0.4716 2.0598

2.
14
Properties=species:S:1:pos:R:3 method="wB97M-V/def2-TZVPD" charge=0 orbital_gap_ev=9.325 de_lowest_ev=2.742 fmax_ha_per_bohr=0.019 lumo_ev=0.6
C -1.1074 1.0597 0.2162
C -0.5164 -0.0521 1.0081
O -0.6297 2.2602 0.5713
N -0.8938 -1.2607 0.9388
O -1.9265 0.9126 -0.6589
H -1.0379 2.9575 0.0339
H -1.6443 -1.3939 0.2565
H 0.2422 0.2231 1.7298
N 1.0309 -0.1128 -0.7757
N 1.4110 -1.4980 -0.6496
H 2.1127 -1.5498 0.0874
H 0.5101 -0.0306 -1.6476
H 1.8702 0.4555 -0.8428
H 0.5792 -1.9708 -0.2675

3.
58
Properties=species:S:1:pos:R:3 method="wB97M-V/def2-TZVPD" charge=+2 orbital_gap_ev="6.362 / 6.435" fmax_ha_per_bohr=0.017 lumo_ev="-7.7 / -7.6"
Co -0.7736 0.3031 -1.0194
N -0.2051 -1.6775 -1.2819
C -1.3645 -2.5572 -1.5286
C -2.1325 -1.9355 -2.6583
N -2.4025 -0.5218 -2.3230
C -3.6099 -0.4095 -1.4869
C -3.7700 1.0113 -0.9775
N -2.4465 1.5739 -0.5738
C -2.4822 0.2861 -3.5565
C -1.0900 0.7540 -3.9034
N -0.6003 1.5038 -2.7251
H 0.4523 -1.7295 -2.0576
H 0.3019 -1.9706 -0.4505
H -1.9545 -2.6087 -0.6139
H -1.0675 -3.5744 -1.7856
H -3.0571 -2.4772 -2.8695
H -1.5211 -1.9663 -3.5618
H -3.4820 -1.0897 -0.6476
H -4.5082 -0.7238 -2.0271
H -4.4573 0.9980 -0.1332
H -4.2217 1.6547 -1.7286
H -2.4278 1.7462 0.4267
H -2.3198 2.4845 -1.0032
H -3.1243 1.1498 -3.3862
H -2.9165 -0.2826 -4.3812
H -1.1045 1.3545 -4.8132
H -0.4185 -0.0901 -4.0681
H -1.1642 2.3439 -2.6345
H 0.3503 1.8272 -2.8662
N 5.9783 0.1758 6.6682
C 5.2183 0.1876 5.8077
C 4.2655 0.2009 4.7256
C 3.4229 1.2958 4.5560
C 2.5090 1.3063 3.5161
C 2.4432 0.2309 2.6354
C 3.2899 -0.8616 2.8052
C 4.1951 -0.8817 3.8521
C 1.4684 0.2477 1.5109
C 0.1218 0.0683 1.8050
C -0.4389 -0.1232 3.0847
C -1.7855 -0.3767 2.9192
C -2.0203 -0.3423 1.5448
N -0.8953 -0.0746 0.8605
C 1.9536 0.3872 0.2171
C 3.3037 0.4364 -0.1848
C 3.3227 0.5108 -1.5641
C 1.9883 0.5388 -1.9704
N 1.1553 0.4926 -0.9151
H 3.4859 2.1334 5.2373
H 1.8581 2.1611 3.3787
H 3.2316 -1.7045 2.1273
H 4.8471 -1.7326 3.9958
H 0.1042 -0.0790 4.0153
H -2.5213 -0.5796 3.6797
H -2.9626 -0.5309 1.0558
H 4.1571 0.3992 0.4740
H 4.1832 0.5593 -2.2108
H 1.6383 0.5782 -2.9914

4.
14
Properties=species:S:1:pos:R:3 method="wB97M-V/def2-TZVPD" charge=-1 orbital_gap_ev="2.806 / 8.423" s2=0.751 de_lowest_ev=0.760 spin_multiplicity=2 fmax_ha_per_bohr=0.044 lumo_ev="4.3 / 4.2"
C 1.1541 1.4932 0.7956
C 1.2313 0.7413 -0.5278
C 0.3751 -0.4837 -0.4726
C -0.9129 -0.4867 -0.1023
N -1.8947 -1.5059 -0.0286
H 1.6346 0.9966 1.6432
H 1.7358 2.4302 0.7853
H 0.1846 1.7024 1.2507
H 2.2841 0.4687 -0.6227
H 0.9521 1.5455 -1.1949
H 0.9121 -1.4173 -0.5943
H -1.3310 0.5190 0.0812
H -2.7749 -1.0142 0.1188
H -1.6880 -2.1688 0.7125